# 1
H9S5 | wB97M-V/def2-TZVPD

Output
**Charge**: -1
**DFT total energy**: -1996.350654 Eh
**Gap between HOMO and LUMO**: 6.67 eV
**Relative energy (zero: lowest compared OMol25 entry of this formula, charge and spin)**: 23.70 kJ/mol

Atoms and positions in Å:
S1 -1.155 1.693 -3.174
S2 -3.510 -0.663 0.207
S3 0.406 -0.449 -0.691
S4 1.210 -2.939 2.541
S5 2.015 2.239 2.015
H1 -1.587 0.889 -2.194
H2 1.171 0.025 -1.657
H3 2.113 -3.365 1.654
H4 -0.194 2.300 -2.476
H5 1.678 1.062 1.472
H6 -2.926 -1.514 -0.648
H7 0.786 -1.919 1.784
H8 -2.293 -0.099 0.363
H9 2.288 2.739 0.805

Löwdin population analysis, charges in e, atoms 1 to 6: S 0.393; S 0.398; S -0.121; S 0.416; S 0.407; H -0.283


# 2
HI5Si2 | wB97M-V/def2-TZVPD

Output
**Charge**: 0
**DFT total energy**: -2068.178927 Eh
**Gap between HOMO and LUMO**: 7.44 eV
**Relative energy (zero: lowest compared OMol25 entry of this formula, charge and spin)**: 158.60 kJ/mol

Atoms and positions in Å:
I1 1.195 -2.665 -0.180
I2 4.082 0.145 -1.697
I3 7.549 1.783 -0.467
I4 6.827 -2.145 0.224
I5 4.734 0.681 2.206
Si1 0.747 -0.405 0.758
Si2 5.817 0.095 0.067
H1 -0.453 -0.139 -0.069

Löwdin population analysis, charges in e, atoms 1 to 6: I 0.127; I 0.306; I 0.333; I 0.349; I 0.316; Si 0.151


# 3
HINO2S | wB97M-V/def2-TZVPD

Output
**Charge**: -1
**DFT total energy**: -901.684010 Eh
**Gap between HOMO and LUMO**: 7.57 eV
**Relative energy (zero: lowest compared OMol25 entry of this formula, charge and spin)**: 169.25 kJ/mol

Atoms and positions in Å:
I1 2.891 -0.782 -0.132
S1 0.448 0.452 0.090
O1 -1.171 0.845 0.833
O2 0.282 0.605 -1.302
N1 -0.900 -0.518 0.625
H1 -1.549 -0.602 -0.114

Löwdin charges, unit e, in atom order: I -0.231; S 0.527; O -0.460; O -0.577; N -0.285; H 0.026


# 4
HIO4S | wB97M-V/def2-TZVPD

Output
**Charge**: 0
**DFT total energy**: -997.210295 Eh
**Gap between HOMO and LUMO (alpha / beta)**: 8.34 / 7.00 eV
**2S+1**: 3

Atoms and positions in Å:
I1 1.007 -1.839 -0.006
S1 0.970 0.579 0.094
O1 1.128 1.044 1.428
O2 1.543 1.099 -1.060
O3 -1.422 0.697 -0.366
O4 -1.510 -0.669 -0.515
H1 -1.717 -0.910 0.426

Löwdin population analysis, charges in e, atoms 1 to 6: I 0.655; S 0.341; O -0.367; O -0.353; O -0.155; O -0.215


# 5
HIOS | wB97M-V/def2-TZVPD

Output
**Charge**: 0
**DFT total energy**: -771.596410 Eh
**Gap between HOMO and LUMO (alpha / beta)**: 6.62 / 6.63 eV
**Relative energy (zero: lowest compared OMol25 entry of this formula, charge and spin)**: 255.07 kJ/mol

Atoms and positions in Å:
I1 -0.975 -2.117 -0.215
S1 0.601 -0.605 -0.845
O1 0.217 1.088 0.898
H1 0.157 1.634 0.162

Löwdin charges, unit e, in atom order: I 0.414; S -0.004; O -0.288; H -0.122


# 6
HIP2S | wB97M-V/def2-TZVPD

Output
**Charge**: 0
**DFT total energy**: -1379.189597 Eh
**Gap between HOMO and LUMO**: 6.99 eV
**SMILES string**: S=P#[PH]I
**Relative energy (zero: lowest compared OMol25 entry of this formula, charge and spin)**: 53.07 kJ/mol

Atoms and positions in Å:
I1 -0.823 -1.407 2.394
S1 2.430 -1.304 -1.734
P1 1.873 -1.574 0.101
P2 -0.326 -1.245 0.026
H1 -0.120 0.144 0.031

Löwdin charges, unit e, in atom order: I 0.203; S 0.004; P 0.004; P -0.028; H -0.184


# 7
HN2O2 | wB97M-V/def2-TZVPD

Output
**Charge**: -1
**DFT total energy**: -260.510640 Eh
**Gap between HOMO and LUMO**: 6.34 eV
**Relative energy (zero: lowest compared OMol25 entry of this formula, charge and spin)**: 41.64 kJ/mol

Atoms and positions in Å:
O1 1.506 -0.193 0.580
O2 -1.949 -0.434 0.220
N1 1.126 0.525 -0.259
N2 0.682 1.201 -1.039
H1 -1.364 -1.099 0.497

Löwdin charges, unit e, in atom order: O 0.060; O -0.669; N -0.335; N 0.221; H -0.278


# 8
HN2O3S | wB97M-V/def2-TZVPD

Output
**Charge**: -1
**DFT total energy**: -733.943183 Eh
**Gap between HOMO and LUMO**: 7.29 eV
**Relative energy (zero: lowest compared OMol25 entry of this formula, charge and spin)**: 454.11 kJ/mol

Atoms and positions in Å:
S1 1.221 -0.142 -0.378
O1 0.177 -3.271 1.703
O2 1.391 -0.779 -1.700
O3 0.383 -1.023 0.418
N1 -1.764 -2.569 0.880
N2 -0.705 -2.759 1.140
H1 2.737 -0.128 0.580

Löwdin population analysis, charges in e, atoms 1 to 6: S 0.489; O 0.045; O -0.621; O -0.640; N 0.197; N -0.385


# 9
HN3O3S | wB97M-V/def2-TZVPD

Output
**Charge**: -2
**DFT total energy**: -788.728904 Eh
**Gap between HOMO and LUMO**: 6.59 eV
**Relative energy (zero: lowest compared OMol25 entry of this formula, charge and spin)**: 26.41 kJ/mol

Atoms and positions in Å:
S1 -2.031 -0.944 0.185
O1 -2.391 -1.110 -1.188
O2 -3.259 -0.806 1.005
O3 -1.521 0.803 0.086
N1 4.681 -0.633 0.579
N2 2.653 -1.453 -0.205
N3 3.670 -1.047 0.179
H1 -0.987 0.642 -0.758

Löwdin population analysis, charges in e, atoms 1 to 6: S 0.551; O -0.552; O -0.586; O -0.437; N -0.168; N -0.101


# 10
HN3O5 | wB97M-V/def2-TZVPD

Output
**Charge**: 0
**DFT total energy**: -540.626424 Eh
**Gap between HOMO and LUMO (alpha / beta)**: 8.38 / 9.15 eV
**Relative energy (zero: lowest compared OMol25 entry of this formula, charge and spin)**: 347.61 kJ/mol

Atoms and positions in Å:
O1 1.976 -1.477 0.314
O2 -2.005 0.514 -0.415
O3 0.611 0.984 -1.061
O4 0.074 -2.426 -0.167
O5 0.201 1.866 0.866
N1 0.383 0.982 0.101
N2 0.742 -1.573 0.207
N3 0.243 -0.344 0.645
H1 -2.225 1.473 -0.490

Löwdin population analysis, charges in e, atoms 1 to 6: O 0.114; O 0.040; O 0.119; O 0.204; O 0.138; N -0.473


# 11
HN3S | wB97M-V/def2-TZVPD

Output
**Charge**: 0
**DFT total energy**: -562.944414 Eh
**Gap between HOMO and LUMO**: 10.05 eV
**Relative energy (zero: lowest compared OMol25 entry of this formula, charge and spin)**: 189.43 kJ/mol

Atoms and positions in Å:
S1 2.078 -0.777 -0.001
N1 2.434 0.876 -0.089
N2 1.209 1.262 0.069
N3 0.604 0.053 0.169
H1 -0.208 0.087 -0.449

Löwdin charges, unit e, in atom order: S 0.833; N -0.349; N -0.187; N -0.387; H 0.090


# 12
HN5 | wB97M-V/def2-TZVPD

Output
**Charge**: 0
**DFT total energy**: -274.237428 Eh
**Gap between HOMO and LUMO (alpha / beta)**: 10.87 / 10.87 eV
**Relative energy (zero: lowest compared OMol25 entry of this formula, charge and spin)**: 179.75 kJ/mol

Atoms and positions in Å:
N1 -0.414 0.618 -0.110
N2 -0.661 -0.152 -1.019
N3 0.475 0.312 0.886
N4 0.529 -1.464 -0.354
N5 0.896 -0.859 0.595
H1 -0.825 1.545 0.002

Löwdin charges, unit e, in atom order: N -0.167; N 0.113; N -0.034; N 0.107; N -0.177; H 0.157


# 13
HN5OS | wB97M-V/def2-TZVPD

Output
**Charge**: -2
**DFT total energy**: -747.491428 Eh
**Gap between HOMO and LUMO (alpha / beta)**: 2.67 / 2.67 eV
**Relative energy (zero: lowest compared OMol25 entry of this formula, charge and spin)**: 422.81 kJ/mol

Atoms and positions in Å:
S1 -1.029 -2.710 -0.313
O1 -1.112 2.480 -0.384
N1 -1.129 0.760 1.016
N2 -1.138 -0.478 1.082
N3 -1.226 0.433 -1.276
N4 -1.116 1.220 -0.348
N5 -1.180 -1.207 0.106
H1 7.931 -0.496 0.117

Löwdin population analysis, charges in e, atoms 1 to 6: S 0.355; O -0.168; N -0.003; N -0.133; N 0.156; N -0.522


# 14
HN5OS | wB97M-V/def2-TZVPD

Output
**Charge**: -2
**DFT total energy**: -747.500485 Eh
**Gap between HOMO and LUMO (alpha / beta)**: 3.22 / 5.27 eV
**Relative energy (zero: lowest compared OMol25 entry of this formula, charge and spin)**: 0.00 kJ/mol
**2S+1**: 3

Atoms and positions in Å:
S1 0.876 -0.468 -2.498
O1 -1.713 2.078 0.591
N1 0.310 -0.796 1.173
N2 0.859 -1.076 -0.014
N3 0.371 -0.184 -0.880
N4 -1.115 0.945 0.355
N5 -0.319 0.986 -0.624
H1 0.731 -1.485 1.897

Löwdin population analysis, charges in e, atoms 1 to 6: S 0.037; O -0.363; N -0.157; N -0.326; N -0.758; N -0.299


# 15
HN6O | wB97M-V/def2-TZVPD

Output
**Charge**: -1
**DFT total energy**: -404.297027 Eh
**Gap between HOMO and LUMO**: 8.63 eV
**Relative energy (zero: lowest compared OMol25 entry of this formula, charge and spin)**: 0.00 kJ/mol

Atoms and positions in Å:
O1 2.853 0.837 -0.241
N1 -2.403 1.682 -0.062
N2 -2.700 0.663 -0.323
N3 0.016 -0.827 0.142
N4 -1.134 -1.258 -0.035
N5 1.941 0.127 0.221
N6 0.854 0.026 -0.548
H1 0.574 -1.250 0.847

Löwdin population analysis, charges in e, atoms 1 to 6: O -0.235; N -0.009; N -0.049; N -0.344; N -0.073; N -0.266


# 16
HNO4P | wB97M-V/def2-TZVPD

Output
**Charge**: -1
**DFT total energy**: -697.703079 Eh
**Gap between HOMO and LUMO (alpha / beta)**: 8.24 / 8.24 eV
**Relative energy (zero: lowest compared OMol25 entry of this formula, charge and spin)**: 110.44 kJ/mol

Atoms and positions in Å:
P1 -1.829 -0.048 -0.021
O1 0.529 -1.734 0.227
O2 -1.096 -0.368 -1.402
O3 -1.715 1.350 0.348
O4 -2.933 -0.847 0.426
N1 -0.136 -0.720 0.414
H1 0.135 0.157 0.000

Löwdin population analysis, charges in e, atoms 1 to 6: P 0.079; O -0.039; O -0.335; O -0.336; O -0.329; N -0.104


# 17
HNO4S | wB97M-V/def2-TZVPD

Output
**Charge**: 0
**DFT total energy**: -754.218002 Eh
**Gap between HOMO and LUMO (alpha / beta)**: 8.33 / 8.13 eV
**Relative energy (zero: lowest compared OMol25 entry of this formula, charge and spin)**: 458.07 kJ/mol

Atoms and positions in Å:
S1 3.795 0.281 -0.107
O1 4.283 -1.039 -0.040
O2 -0.136 -0.018 0.713
O3 0.915 -0.760 0.647
O4 1.465 1.430 0.179
N1 2.126 0.394 0.214
H1 -0.680 -0.014 -0.114

Löwdin population analysis, charges in e, atoms 1 to 6: S 0.976; O -0.535; O -0.039; O -0.099; O -0.065; N -0.385


# 18
HNP4 | wB97M-V/def2-TZVPD

Output
**Charge**: 0
**DFT total energy**: -1420.722926 Eh
**Gap between HOMO and LUMO (alpha / beta)**: 6.58 / 6.49 eV
**Relative energy (zero: lowest compared OMol25 entry of this formula, charge and spin)**: 40.44 kJ/mol

Atoms and positions in Å:
P1 -1.510 -0.098 0.042
P2 -0.144 1.676 0.117
P3 -0.001 -1.671 0.015
P4 1.810 -0.608 0.657
N1 1.340 0.921 0.529
H1 -1.496 -0.220 -1.361

Löwdin charges, unit e, in atom order: P 0.137; P 0.475; P 0.112; P 0.343; N -0.889; H -0.177


# 19
HO2P | wB97M-V/def2-TZVPD

Output
**Charge**: 0
**DFT total energy**: -492.432339 Eh
**Gap between HOMO and LUMO**: 11.21 eV
**SMILES string**: O=[PH]=O
**Relative energy (zero: lowest compared OMol25 entry of this formula, charge and spin)**: 43.53 kJ/mol

Atoms and positions in Å:
P1 1.159 -0.005 0.024
O1 1.899 1.231 -0.014
O2 1.886 -1.222 -0.010
H1 -0.331 -0.049 -0.256

Löwdin charges, unit e, in atom order: P 0.574; O -0.326; O -0.318; H 0.070


# 20
HPS5 | wB97M-V/def2-TZVPD

Output
**Charge**: 0
**DFT total energy**: -2332.838239 Eh
**Gap between HOMO and LUMO (alpha / beta)**: 7.34 / 6.10 eV
**Relative energy (zero: lowest compared OMol25 entry of this formula, charge and spin)**: 230.17 kJ/mol

Atoms and positions in Å:
S1 -1.966 -0.179 -0.084
S2 2.801 -1.249 1.010
S3 0.670 -1.155 -1.794
S4 1.910 -0.056 -0.127
S5 -1.057 -0.180 -1.998
P1 -1.057 1.472 0.792
H1 -1.302 1.347 2.201

Löwdin population analysis, charges in e, atoms 1 to 6: S -0.057; S 0.087; S -0.003; S -0.102; S -0.065; P 0.330